Computed, not measured: a cluster of 7 separate species, C40H66F5NO20 in total in a non-equilibrium geometry, with ωB97M-V with the def2-TZVPD basis set.

The geometry in XYZ format:
```
132
Properties=species:S:1:pos:R:3:mulliken_charge:R:1
C -1.6960 -0.3694 6.2871 -1.127
C -3.0104 0.4467 6.2008 -0.427
C -2.9540 1.6416 5.2551 -0.748
C -2.4124 1.2806 3.8715 -0.183
O -3.1766 1.8643 2.8249 -0.464
C -3.8962 0.9636 2.0484 -0.518
N -5.0132 0.3612 2.7826 -0.333
C -5.3930 -0.7674 1.9813 0.357
O -6.4801 -1.2108 1.8537 -0.542
C -4.1650 -1.2820 1.2486 -0.672
C -3.1285 -0.1329 1.2790 0.444
C -2.6434 0.2530 -0.1065 0.606
F -1.8735 1.3681 -0.0229 -0.359
F -3.7182 0.5487 -0.8937 -0.281
C -1.8323 -0.8472 -0.7572 0.042
C -2.4467 -1.8029 -1.5702 -0.629
C -1.7174 -2.8424 -2.1422 -1.076
C -0.3510 -2.9247 -1.9064 -0.721
C 0.2592 -1.9663 -1.0988 0.077
C 1.7448 -2.0855 -0.8528 0.988
F 2.3915 -2.4715 -1.9641 -0.258
F 2.0204 -3.0158 0.0735 -0.281
F 2.2745 -0.9367 -0.4389 -0.266
C -0.4622 -0.9262 -0.5237 -0.316
H -1.8567 -1.3230 5.7891 0.329
H -0.8837 0.1251 5.7595 0.275
H -1.3849 -0.5747 7.3043 0.329
H -3.2897 0.7372 7.2088 0.449
H -3.7932 -0.2251 5.8409 0.219
H -2.3734 2.4350 5.7204 0.274
H -3.9636 2.0399 5.1605 0.339
H -2.3323 0.1947 3.7972 0.190
H -1.4027 1.6743 3.7795 0.424
H -4.3511 1.5832 1.2740 0.537
H -4.7119 -0.0717 3.6584 0.174
H -4.5221 -1.5825 0.2678 0.046
H -3.7148 -2.1735 1.6746 0.324
H -2.2814 -0.5509 1.8134 0.671
H -3.5051 -1.7088 -1.7516 0.533
H -2.2363 -3.5674 -2.7475 0.455
H 0.2130 -3.7310 -2.3463 0.478
H 0.0284 -0.1914 0.0928 0.617
C 4.7285 -0.4683 -2.2542 -0.915
C 6.0787 0.0428 -2.7103 -0.568
O 5.9722 1.0523 -3.7332 -0.274
C 5.6472 2.2677 -3.2972 0.778
O 5.4488 2.5886 -2.1550 -0.554
O 5.5730 3.0748 -4.3582 -0.310
C 5.1664 4.4115 -4.0547 -0.668
H 4.1433 -0.8205 -3.1017 0.233
H 4.8543 -1.2911 -1.5528 0.424
H 4.1595 0.3185 -1.7624 0.344
H 6.6504 -0.7640 -3.1652 0.327
H 6.6581 0.4309 -1.8733 0.390
H 5.7898 4.8410 -3.2741 0.300
H 4.1214 4.4272 -3.7494 0.298
H 5.2846 4.9840 -4.9700 0.222
C 1.7311 5.0680 8.3156 -1.186
C 0.2697 4.9753 7.9307 0.003
O -0.3006 3.7187 8.3274 -0.308
C -0.6178 3.6177 9.6162 0.737
O -0.4798 4.4699 10.4546 -0.571
O -1.1061 2.3928 9.8224 -0.282
C -1.4028 2.1042 11.1913 -0.685
H 2.2834 4.2144 7.9206 0.303
H 2.1690 5.9856 7.9233 0.383
H 1.8509 5.0650 9.3984 0.310
H 0.1706 5.0197 6.8480 0.332
H -0.3078 5.7992 8.3485 0.143
H -2.0478 2.8669 11.6211 0.309
H -0.4823 2.0224 11.7671 0.299
H -1.9183 1.1482 11.1989 0.218
C -3.5202 8.6105 9.8255 -1.171
C -2.2312 8.8162 9.0592 -0.157
O -2.3883 8.4796 7.6721 -0.280
C -3.0014 9.3960 6.9249 0.716
O -3.4054 10.4656 7.2999 -0.558
O -3.0898 8.9218 5.6817 -0.314
C -3.7857 9.7781 4.7729 -0.660
H -3.8935 7.5967 9.6755 0.298
H -3.3585 8.7735 10.8908 0.366
H -4.2910 9.3007 9.4848 0.325
H -1.4638 8.1434 9.4390 0.290
H -1.8617 9.8356 9.1646 0.325
H -3.3677 10.7820 4.7844 0.299
H -4.8447 9.8115 5.0234 0.295
H -3.6613 9.3440 3.7853 0.219
C 7.1241 -3.6909 -8.7005 -1.237
C 5.6754 -3.9699 -8.3619 0.140
O 5.2743 -3.2937 -7.1608 -0.338
C 5.0047 -1.9945 -7.2987 0.673
O 5.0427 -1.3678 -8.3249 -0.561
O 4.6756 -1.5135 -6.1012 -0.261
C 4.4145 -0.1052 -6.0763 -0.705
H 7.7659 -3.9254 -7.8498 0.296
H 7.4358 -4.2917 -9.5546 0.373
H 7.2722 -2.6400 -8.9457 0.362
H 5.5427 -5.0301 -8.1608 0.008
H 5.0163 -3.7038 -9.1875 0.346
H 3.6721 0.1685 -6.8238 0.418
H 5.3341 0.4511 -6.2333 0.330
H 4.0277 0.1216 -5.0925 0.115
C -8.0387 -0.6424 -1.2793 -1.197
C -7.0287 -0.2823 -2.3472 0.139
O -6.6739 -1.4186 -3.1534 -0.263
C -7.5556 -1.7520 -4.0930 0.726
O -8.5852 -1.1809 -4.3399 -0.562
O -7.0931 -2.8312 -4.7286 -0.335
C -7.9701 -3.3393 -5.7361 -0.667
H -7.6793 -1.4812 -0.6823 0.273
H -8.2106 0.2073 -0.6191 0.363
H -8.9923 -0.9342 -1.7182 0.376
H -6.0963 0.0435 -1.8881 -0.005
H -7.3846 0.5287 -2.9817 0.368
H -8.2543 -2.5579 -6.4370 0.303
H -8.8587 -3.7717 -5.2788 0.295
H -7.4195 -4.1148 -6.2607 0.221
C 7.8266 -10.8766 -8.9987 -1.085
C 6.3679 -11.0916 -8.6575 -0.175
O 5.9946 -10.3970 -7.4578 -0.383
C 5.7805 -9.0912 -7.5981 0.761
O 5.8459 -8.4647 -8.6248 -0.575
O 5.4700 -8.5900 -6.4022 -0.340
C 5.2674 -7.1765 -6.4023 -0.610
H 8.4590 -11.1410 -8.1504 0.294
H 8.1096 -11.4894 -9.8543 0.351
H 8.0207 -9.8333 -9.2444 0.308
H 6.1804 -12.1433 -8.4499 0.291
H 5.7161 -10.7931 -9.4779 0.307
H 4.5404 -6.8832 -7.1564 0.291
H 6.2138 -6.6638 -6.5699 0.294
H 4.8877 -6.9070 -5.4213 0.274
```

## Properties
Highest occupied orbital energy: -10.033 eV
SMILES string: CCCCO[C@@H]1NC(=O)C[C@H]1C(F)(F)c1cccc(C(F)(F)F)c1.CCOC(=O)OC.CCOC(=O)OC.CCOC(=O)OC.CCOC(=O)OC.CCOC(=O)OC.CCOC(=O)OC


Computed, not measured: a cluster of 3 separate species, C40H68BBrClIO11 in total in a non-equilibrium geometry, with ωB97M-V with the def2-TZVPD basis set.

The geometry in XYZ format:
```
123
Properties=species:S:1:pos:R:3:mulliken_charge:R:1
C 3.1600 -7.4465 0.1440 -0.850
C 2.8402 -7.3948 -1.4959 -0.127
O 1.5111 -6.7702 -1.6194 -0.468
B 1.2662 -6.3157 -3.0319 0.396
O 1.9102 -6.9522 -4.2175 -0.475
C 0.1662 -5.0565 -3.1674 0.499
C -1.2863 -5.4042 -2.8958 -0.625
C -2.4017 -4.1608 -2.9798 0.338
O -3.6229 -4.3483 -3.4865 -0.531
C -1.8251 -2.6918 -2.4286 0.147
C -2.7262 -1.6020 -1.5870 -0.476
C -4.3114 -2.0497 -1.2989 -0.984
C -5.1783 -1.3392 -2.5332 -0.425
C -6.6726 -0.8440 -2.0710 -0.582
C -7.7994 -1.7301 -2.8977 -0.443
C -9.1276 -1.9698 -1.9667 -0.496
C -10.5033 -1.6965 -2.8431 -0.568
C -11.8256 -1.8820 -1.8899 -0.455
C -11.8695 -3.3341 -1.1149 -0.316
C -13.3854 -3.7582 -0.6043 -0.614
O -13.8950 -2.7974 0.4071 -0.375
C -13.3131 -3.1000 1.7285 -0.610
C -2.1021 -0.1596 -1.0152 0.755
C -3.0680 0.8751 -0.1248 -0.769
I -2.3991 0.8640 2.0047 0.080
C -3.1544 2.3869 -0.7544 -0.051
C -2.9948 3.6036 0.3330 -0.947
C -0.4946 0.1658 -1.3353 0.125
Br 0.3585 1.8830 -0.6409 -0.092
C 0.4705 -0.8978 -2.1918 0.207
C 2.0692 -0.5729 -2.5263 -0.943
C 3.1144 -1.3753 -1.5434 -0.307
C 3.7505 -0.2137 -0.5221 -0.397
Cl 5.2947 -0.9049 0.2390 -0.233
C -0.2201 -2.3162 -2.7112 0.083
C 0.6353 -3.4939 -3.5350 0.046
O 1.5979 -3.2117 -4.4376 -0.569
H 4.2541 -7.1069 0.4037 0.276
H 2.4450 -6.6546 0.6772 0.237
H 2.9560 -8.5205 0.5744 0.247
H 2.8444 -8.5331 -1.8432 0.215
H 3.7152 -6.7968 -1.9959 0.247
H 1.2608 -7.6583 -4.5639 0.325
H -1.5804 -6.5044 -2.6055 0.274
H -4.6218 -1.6619 -0.2348 0.422
H -4.4541 -3.2184 -1.2852 0.343
H -5.1834 -2.0407 -3.4981 0.337
H -4.5589 -0.3559 -2.8046 0.295
H -6.8423 -0.8545 -0.9074 0.408
H -6.7678 0.2992 -2.3978 0.161
H -7.2966 -2.7647 -3.1289 0.308
H -8.0016 -1.1825 -3.9120 0.288
H -9.0643 -3.0829 -1.5673 0.152
H -9.0665 -1.1701 -1.0852 0.231
H -10.5527 -0.5938 -3.2869 0.291
H -10.5215 -2.5179 -3.6898 0.265
H -12.7702 -1.8414 -2.6012 0.283
H -11.9499 -1.0043 -1.1235 0.230
H -11.4650 -4.2332 -1.7685 0.297
H -11.1994 -3.2536 -0.1546 0.179
H -13.4170 -4.8672 -0.1773 0.321
H -14.0675 -3.7492 -1.5584 0.328
H -12.5591 -2.2483 2.0032 0.210
H -14.1375 -3.1260 2.5660 0.228
H -12.7376 -4.1224 1.7598 0.295
H -4.1898 0.4704 -0.0735 0.300
H -4.2231 2.5321 -1.2633 0.261
H -2.3551 2.5041 -1.6124 0.225
H -3.7741 3.5511 1.2349 0.296
H -3.1640 4.6824 -0.1484 0.318
H -1.9126 3.6600 0.8331 0.133
H 2.3090 0.5918 -2.4221 0.388
H 2.3620 -0.8408 -3.6456 0.324
H 2.6447 -2.2670 -0.9476 0.325
H 4.0387 -1.7139 -2.2181 0.300
H 2.9040 0.0632 0.2445 0.258
H 4.0556 0.7588 -1.1242 0.281
C 3.6381 5.1723 5.2197 -0.759
O 3.0944 5.9726 4.1811 -0.259
C 3.9689 7.0153 3.7542 -0.521
C 3.9435 7.1584 2.2271 -0.277
O 4.5681 6.0878 1.5062 -0.482
C 3.9323 4.8035 1.5721 0.057
C 2.5742 4.7129 0.8659 -0.250
O 1.5798 5.4611 1.5637 -0.261
C 0.7551 6.2333 0.7041 -0.775
H 3.5121 5.6778 6.1801 0.305
H 3.0899 4.2283 5.2404 0.234
H 4.6928 4.9451 5.0462 0.313
H 5.0017 6.8370 4.0825 0.326
H 3.6159 7.9441 4.2112 0.410
H 4.5220 8.0536 1.9745 0.438
H 2.9385 7.3376 1.8567 0.044
H 3.8761 4.4520 2.6021 0.123
H 4.6146 4.1151 1.0605 0.072
H 2.2440 3.6714 0.8517 0.001
H 2.6819 5.0555 -0.1695 0.403
H 1.3415 6.7548 -0.0572 0.414
H 0.2474 6.9879 1.3104 0.241
H 0.0051 5.5904 0.2313 0.165
C 12.4775 1.2898 1.6403 -0.832
O 11.1054 0.9264 1.6299 -0.271
C 10.7620 -0.0136 2.6461 -0.553
C 9.4135 0.3416 3.2854 -0.152
O 9.4234 1.5123 4.1133 -0.479
C 9.6424 2.7692 3.4572 -0.320
C 8.5084 3.2263 2.5319 -0.450
O 8.4321 2.4065 1.3666 -0.372
C 7.1032 2.0426 1.0248 -0.908
H 13.0672 0.5210 1.1353 0.308
H 12.5812 2.2312 1.0970 0.232
H 12.8478 1.4454 2.6565 0.386
H 11.5306 -0.0619 3.4291 0.341
H 10.6900 -0.9959 2.1706 0.391
H 9.1428 -0.4831 3.9536 0.429
H 8.6206 0.3995 2.5456 -0.048
H 10.6065 2.7776 2.9491 0.078
H 9.7255 3.5070 4.2634 0.422
H 8.7064 4.2471 2.1961 0.406
H 7.5643 3.2224 3.0883 0.247
H 6.5309 1.7312 1.9028 0.432
H 7.1510 1.1935 0.3381 0.273
H 6.6051 2.8797 0.5242 0.428
```

## Properties
Highest occupied orbital energy: -8.837 eV
SMILES string: CCOB(O)C1=CC(=O)c2c(CCCCCCCCCOC)c([C@@H](I)CC)c(Br)c(CCCCl)c2C1=O.COCCOCCOC.COCCOCCOC


no.,Kohn-Sham gap (eV)
1,10.35
2,6.93